# 1
# C31H37BNO

A cluster of 2 separate species, C31H37BNO in total (the ωB97M-V functional and the def2-TZVPD basis, OMol25).

Each line ends with the Mulliken charge.
Atoms and positions in Å:
1 C -5.25 -4.96 2.00  -1.354
2 C -4.08 -4.13 1.58  1.073
3 C -4.32 -2.99 0.80  -0.730
4 C -3.26 -2.20 0.39  -0.738
5 C -1.94 -2.53 0.76  0.279
6 C -0.90 -1.49 0.38  -0.277
7 C 0.55 -1.66 0.77  0.049
8 C 0.89 -2.07 2.06  -0.534
9 C 2.22 -2.11 2.47  -0.274
10 C 3.20 -1.59 1.61  -0.131
11 O 4.51 -1.45 2.07  -0.533
12 C 5.28 -2.60 1.82  0.495
13 C 6.41 -2.42 1.02  -0.279
14 C 7.19 -3.54 0.72  -0.438
15 C 6.88 -4.78 1.29  -0.433
16 C 5.74 -4.94 2.09  -0.611
17 C 4.89 -3.85 2.33  -0.255
18 C 2.90 -1.21 0.30  -0.507
19 C 1.57 -1.32 -0.13  -0.777
20 C -1.70 -3.69 1.52  -0.159
21 C -2.77 -4.46 1.98  -1.119
22 H -4.92 -5.75 2.69  0.341
23 H -6.02 -4.36 2.51  0.327
24 H -5.71 -5.42 1.11  0.304
25 H -5.35 -2.73 0.50  0.365
26 H -3.43 -1.30 -0.22  0.296
27 H -0.98 -1.26 -0.71  0.196
28 H 0.13 -2.40 2.77  0.736
29 H 2.53 -2.49 3.45  0.565
30 H 6.63 -1.43 0.64  0.423
31 H 8.06 -3.41 0.06  0.344
32 H 7.55 -5.64 1.14  0.357
33 H 5.50 -5.91 2.53  0.347
34 H 3.97 -3.97 2.89  0.302
35 H 3.68 -0.81 -0.36  0.443
36 H 1.30 -1.14 -1.18  0.500
37 H -0.68 -4.01 1.74  0.701
38 H -2.61 -5.32 2.65  0.275
39 C 0.68 3.72 0.47  -1.294
40 C 0.47 2.96 -0.82  -0.316
41 N -0.91 3.06 -1.40  0.734
42 C -1.38 4.47 -1.46  -0.603
43 C -0.67 5.36 -2.26  -0.223
44 C -1.13 6.70 -2.30  -0.959
45 C -2.28 7.04 -1.59  -0.427
46 C -2.99 6.09 -0.82  -0.964
47 C -2.51 4.79 -0.75  0.403
48 C -0.97 2.46 -2.79  0.624
49 C -2.38 2.61 -3.37  -1.417
50 C -0.47 1.04 -2.86  -1.619
51 B -2.05 2.60 -0.38  0.671
52 H -1.28 -0.62 0.91  0.379
53 H 1.75 3.66 0.72  0.448
54 H 0.41 4.78 0.38  0.291
55 H 0.12 3.28 1.30  0.359
56 H 1.15 3.31 -1.60  0.417
57 H 0.62 1.89 -0.71  0.255
58 H 0.19 5.00 -2.83  0.349
59 H -0.56 7.41 -2.91  0.423
60 H -2.66 8.07 -1.63  0.414
61 H -3.91 6.34 -0.28  0.452
62 H -2.99 3.95 -0.14  0.705
63 H -0.28 3.08 -3.37  0.237
64 H -2.36 2.22 -4.40  0.492
65 H -3.11 2.02 -2.81  0.325
66 H -2.72 3.66 -3.41  0.312
67 H -0.54 0.77 -3.92  0.499
68 H 0.58 0.92 -2.56  0.445
69 H -1.08 0.33 -2.31  0.235
70 H -1.65 2.61 0.76  -0.083
71 H -2.74 1.77 -0.88  -0.132

Gap between HOMO and LUMO ... 7.06 eV
Energy above the lowest of the compared OMol25 structures with the same formula, charge and spin ... 0.00 kcal/mol
2S+1 ... 1
Charge ... +1
HOMO energy ... -0.383 Eh
Electronic energy ... -36953.6202 eV


# 2
# C31H37F3NO6

A cluster of 2 separate species, C31H37F3NO6 in total (the ωB97M-V functional and the def2-TZVPD basis, OMol25).

Each line ends with the Mulliken charge.
Atoms and positions in Å:
1 O 5.51 0.82 0.46  -0.585
2 C 4.49 1.29 0.03  -0.236
3 C 3.44 1.91 0.89  0.631
4 C 3.09 1.37 2.12  -0.941
5 C 2.06 1.98 2.83  -0.534
6 C 1.41 3.11 2.33  -0.633
7 C 1.77 3.65 1.10  -0.537
8 C 2.79 3.03 0.38  0.423
9 C 3.18 3.52 -0.97  0.050
10 O 3.28 4.69 -1.23  -0.601
11 C 3.48 2.42 -1.93  0.863
12 C 3.07 2.42 -3.27  0.506
13 C 2.24 3.57 -3.79  -1.402
14 O 1.01 3.58 -3.08  -0.203
15 C 0.04 2.75 -3.68  -0.302
16 O -1.00 2.53 -2.81  -0.361
17 C -0.54 2.02 -1.56  -0.039
18 C -1.67 1.44 -0.74  -0.191
19 O -2.87 2.21 -0.86  -0.567
20 C 3.36 1.31 -4.05  -0.911
21 C 4.04 0.20 -3.55  0.964
22 C 4.29 -1.00 -4.41  -1.392
23 C 3.91 -2.34 -3.75  -0.796
24 C 2.72 -2.28 -2.86  0.361
25 F 2.94 -2.52 -1.56  -0.351
26 C 1.48 -1.99 -3.22  0.493
27 F 0.47 -1.96 -2.41  -0.188
28 F 1.17 -1.69 -4.47  -0.278
29 C 4.45 0.21 -2.22  -0.948
30 C 4.15 1.30 -1.42  0.951
31 H 3.58 0.49 2.50  0.498
32 H 1.74 1.56 3.77  0.406
33 H 0.60 3.56 2.88  0.410
34 H 1.26 4.52 0.70  0.509
35 H 2.73 4.51 -3.57  0.432
36 H 2.09 3.49 -4.86  0.433
37 H 0.48 1.80 -4.00  0.356
38 H -0.37 3.26 -4.56  0.249
39 H -0.08 2.84 -0.99  0.126
40 H 0.23 1.25 -1.68  0.235
41 H -1.89 0.41 -0.98  0.084
42 H -1.36 1.44 0.31  0.206
43 H -2.60 3.13 -0.91  0.315
44 H 3.01 1.27 -5.07  0.280
45 H 3.73 -0.89 -5.33  0.359
46 H 5.34 -1.07 -4.71  0.392
47 H 3.72 -3.06 -4.54  0.425
48 H 4.73 -2.76 -3.17  0.425
49 H 4.96 -0.64 -1.80  0.562
50 C -5.18 -0.64 3.51  -1.784
51 C -3.76 -1.21 3.70  1.632
52 C -3.85 -2.55 4.44  -1.371
53 C -4.39 -3.71 3.60  -0.596
54 C -4.08 -3.55 2.11  -1.559
55 C -2.89 -2.63 1.80  1.964
56 N -3.16 -1.33 2.37  0.277
57 O -2.11 -0.43 2.12  -0.750
58 C -2.82 -2.47 0.29  -1.764
59 C -1.58 -3.29 2.27  -1.740
60 C -2.99 -0.25 4.61  -1.871
61 H -5.13 0.32 3.01  0.382
62 H -5.70 -0.50 4.47  0.351
63 H -5.79 -1.31 2.89  0.362
64 H -2.86 -2.82 4.80  0.305
65 H -4.47 -2.43 5.34  0.559
66 H -3.96 -4.65 3.97  0.333
67 H -5.47 -3.81 3.74  0.354
68 H -3.91 -4.54 1.66  0.537
69 H -4.96 -3.15 1.59  0.312
70 H -3.70 -1.95 -0.08  0.466
71 H -2.76 -3.45 -0.21  0.399
72 H -1.94 -1.90 0.00  0.138
73 H -1.43 -4.26 1.78  0.391
74 H -1.56 -3.47 3.35  0.333
75 H -0.73 -2.65 2.02  0.293
76 H -3.51 -0.17 5.57  0.391
77 H -2.93 0.74 4.17  0.315
78 H -1.98 -0.61 4.79  0.392

Gap between HOMO and LUMO ... 2.67 eV
Energy above the lowest of the compared OMol25 structures with the same formula, charge and spin ... 9.64 kcal/mol
2S+1 ... 1
Charge ... -1
HOMO energy ... -0.050 Eh
Electronic energy ... -54671.9537 eV


# 3
# C31H37N3O2TaTe

A structure of composition C31H37N3O2TaTe (the ωB97M-V functional and the def2-TZVPD basis, OMol25).

Each line ends with the Mulliken charge.
Atoms and positions in Å:
1 Ta 0.26 -0.39 -0.48  0.535
2 C -0.81 -5.90 0.07  -1.563
3 C 0.15 -4.76 -0.27  0.757
4 C 1.44 -5.31 -0.90  -1.486
5 C 0.46 -3.93 0.96  0.744
6 C 1.25 -4.48 1.96  -0.369
7 C 1.64 -3.75 3.07  -1.729
8 C 1.26 -2.43 3.19  -0.975
9 C 0.44 -1.84 2.24  1.278
10 C 0.14 -0.35 2.36  0.791
11 C 1.33 0.46 1.82  -1.526
12 C -0.17 0.12 3.78  -1.940
13 C 0.01 -2.61 1.14  -0.411
14 N -0.79 -1.98 0.15  0.531
15 C -1.96 -2.48 -0.39  -0.067
16 O -2.64 -3.38 0.02  -0.589
17 C -2.31 -1.65 -1.59  0.541
18 C -3.39 -1.85 -2.43  -0.810
19 C -3.62 -0.91 -3.43  -0.344
20 C -2.82 0.23 -3.52  -0.780
21 C -1.78 0.36 -2.63  0.234
22 N -1.50 -0.60 -1.74  0.022
23 C -0.97 1.61 -2.39  0.105
24 O -1.11 2.62 -3.02  -0.590
25 N -0.16 1.41 -1.30  0.801
26 C 0.32 2.56 -0.57  -1.147
27 C 1.63 3.00 -0.73  1.115
28 C 2.07 4.05 0.08  -0.409
29 C 1.22 4.65 0.98  -1.813
30 C -0.10 4.25 1.08  -0.501
31 C -0.58 3.20 0.31  1.370
32 C -2.07 2.87 0.36  1.015
33 C -2.58 2.65 1.78  -1.398
34 C -2.86 3.97 -0.34  -1.726
35 C 2.57 2.43 -1.78  0.850
36 C 2.90 3.48 -2.83  -1.633
37 C 3.84 1.87 -1.15  -1.428
38 H -1.03 -6.48 -0.83  0.442
39 H -1.74 -5.54 0.49  0.346
40 H -0.34 -6.59 0.78  0.373
41 H -0.31 -4.11 -1.01  0.268
42 H 1.90 -6.06 -0.26  0.355
43 H 2.16 -4.52 -1.09  0.257
44 H 1.20 -5.80 -1.84  0.422
45 H 1.58 -5.51 1.86  0.395
46 H 2.25 -4.21 3.83  0.387
47 H 1.59 -1.86 4.05  0.346
48 H -0.78 -0.12 1.79  0.747
49 H 2.19 0.33 2.49  0.626
50 H 1.14 1.53 1.70  0.164
51 H 1.84 0.06 0.89  0.485
52 H 0.70 -0.01 4.43  0.429
53 H -1.00 -0.45 4.21  0.434
54 H -0.43 1.18 3.80  0.541
55 H -4.03 -2.70 -2.27  0.571
56 H -4.45 -1.05 -4.12  0.471
57 H -3.01 1.02 -4.23  0.561
58 H 3.09 4.40 -0.02  0.436
59 H 1.58 5.47 1.60  0.387
60 H -0.77 4.77 1.75  0.405
61 H -2.24 1.94 -0.19  -0.263
62 H -2.48 3.54 2.39  0.359
63 H -2.04 1.84 2.28  0.113
64 H -3.64 2.38 1.76  0.454
65 H -2.76 4.91 0.20  0.354
66 H -3.92 3.71 -0.37  0.465
67 H -2.51 4.13 -1.36  0.371
68 H 2.05 1.61 -2.28  0.040
69 H 3.50 4.30 -2.42  0.338
70 H 2.00 3.91 -3.27  0.386
71 H 3.48 3.03 -3.64  0.453
72 H 4.42 2.67 -0.68  0.353
73 H 4.47 1.40 -1.91  0.433
74 H 3.64 1.11 -0.38  0.220
75 Te 1.98 -1.42 -1.97  -0.381

Gap between HOMO and LUMO ... 6.89 eV
Energy above the lowest of the compared OMol25 structures with the same formula, charge and spin ... 0.00 kcal/mol
2S+1 ... 1
Charge ... +1
HOMO energy ... -0.414 Eh
Electronic energy ... -50154.9032 eV